[1]
Density functional theory data (wB97M-V/def2-TZVPD) for a gas-phase ion, C9H9N2O (charge +1).

```
21
Properties=species:S:1:pos:R:3:lowdin_charge:R:1
C 1.3154 -2.0603 -0.2593 0.010
C 0.0265 -1.4044 0.0032 -0.144
C -1.0890 -2.1808 0.3213 -0.013
N -2.3245 -1.6673 0.3789 0.212
N -2.7726 -0.5997 0.2004 -0.086
O -3.7164 0.0782 0.2010 0.240
C -0.2423 0.0391 -0.0068 -0.141
C 0.4766 0.9200 0.7758 0.006
C 0.0603 2.1980 0.8516 -0.046
C -0.9685 2.7007 0.1351 -0.022
C -1.6400 1.8551 -0.7187 -0.027
C -1.2649 0.5437 -0.8405 -0.051
H 2.1000 -1.3366 -0.1172 0.101
H 1.3778 -2.1913 -1.2852 0.085
H 1.2940 -3.0905 0.1604 0.124
H -0.9704 -3.0999 0.8143 0.124
H 1.1975 0.7440 1.4430 0.096
H 0.7297 2.9647 1.3772 0.164
H -1.2551 3.6800 0.3148 0.109
H -2.4559 2.2983 -1.1360 0.100
H -1.7061 -0.0719 -1.6328 0.158
```

Properties
HOMO-LUMO gap (spin up / spin down)	0.2699 / 0.2699	Ha
max |F|	4.3	eV Å⁻¹
charge	+1
DFT total energy	-532.63479	hartree
SMILES string	C/C(=C/N=[N+]=O)c1ccccc1
HOMO (spin up / spin down)	-0.4957 / -0.4957	Eh
2S+1	1
LUMO energy (spin up / spin down)	-6.1 / -6.1	eV



[2]
Density functional theory data (wB97M-V/def2-TZVPD) for a molecular structure, C9H9N3.

```
21
Properties=species:S:1:pos:R:3:lowdin_charge:R:1
C -1.6830 0.2770 -1.2383 0.004
C -1.8389 -0.2501 -2.4975 -0.138
C 0.0778 -1.4887 -2.2727 -0.115
C -0.6102 -0.1499 -0.4095 -0.167
C 0.3043 -1.0292 -0.9908 -0.169
C 1.5727 -1.2105 -0.3965 -0.106
C -0.5955 0.1679 0.9447 -0.056
C -1.3813 0.3749 1.9886 0.067
C 1.7762 1.4417 2.0566 -0.100
N -0.9079 -1.0591 -3.0081 0.047
N 2.0070 -0.3554 0.4893 0.029
N 1.2570 0.3168 1.3092 -0.116
H -2.5285 0.8042 -0.8737 0.102
H -2.4743 0.2323 -3.1584 0.083
H 0.6163 -2.3063 -2.9360 0.160
H 2.2940 -1.8542 -0.7503 0.084
H -1.0490 0.7326 2.8884 0.025
H -2.4010 0.0564 2.1002 0.069
H 2.8976 1.4729 1.9482 0.086
H 1.1592 2.4162 1.6365 0.129
H 1.5076 1.4107 3.1702 0.080
```

Properties
HOMO-LUMO gap (spin up / spin down)	0.2841 / 0.2841	Ha
max |F|	4.4	eV Å⁻¹
DFT total energy	-512.45130	hartree
HOMO (spin up / spin down)	-0.2822 / -0.2822	Eh
2S+1	1
LUMO energy (spin up / spin down)	0.1 / 0.1	eV



[3]
Density functional theory data (wB97M-V/def2-TZVPD) for a molecular structure, C9H9N3NiO4S2.

```
28
Properties=species:S:1:pos:R:3:lowdin_charge:R:1
Ni -1.9229 -0.0401 -0.4677 0.237
O -5.4467 0.7508 0.1656 -0.280
S -4.2923 -0.0344 -0.1272 0.350
O -3.1639 0.1301 0.9236 -0.384
O -4.4922 -1.4569 -0.3236 -0.337
O -3.4694 0.5396 -1.3117 -0.402
C 1.7563 1.9354 -3.1803 -0.029
N 1.8022 1.4143 -1.8249 -0.122
C 2.7949 1.6501 -0.8938 -0.023
C 2.4483 1.0182 0.2344 -0.022
N 1.2268 0.3811 -0.0014 0.029
C 0.8303 0.6464 -1.2880 -0.620
S -0.5327 0.1733 -2.1611 0.862
C 0.6177 -0.5097 0.9129 -0.208
C 1.3373 -0.9923 1.9983 0.011
C 0.7312 -1.9107 2.8341 -0.034
C -0.5560 -2.3435 2.5611 -0.020
C -1.2111 -1.8015 1.4771 -0.051
N -0.6345 -0.8862 0.6775 0.047
H 2.6284 2.5648 -3.3329 0.094
H 0.8458 2.5162 -3.3180 0.094
H 1.7616 1.1168 -3.8974 0.094
H 3.6500 2.2620 -1.1153 0.130
H 2.9494 0.9897 1.1814 0.117
H 2.3538 -0.6858 2.1848 0.104
H 1.2748 -2.2956 3.6863 0.118
H -1.0558 -3.0723 3.1808 0.119
H -2.2312 -2.0597 1.2254 0.123
```

Properties
HOMO-LUMO gap (spin up / spin down)	0.2937 / 0.2937	Ha
max |F|	0.4	eV Å⁻¹
DFT total energy	-3118.31463	hartree
HOMO (spin up / spin down)	-0.3193 / -0.3193	Eh
2S+1	1
LUMO energy (spin up / spin down)	-0.7 / -0.7	eV